Here is a cluster of 4 separate species, C25H30INO4 in total from the OMol25 dataset. Energies are from wB97M-V/def2-TZVPD.

Atoms and positions in Å:
H: -0.05718 7.92600 -1.55587
C: 3.86419 -0.23909 -3.92496
H: -0.05849 6.05534 2.31397
H: -1.69965 -2.40249 1.43604
C: -0.11604 7.11939 0.44108
O: -0.69505 -2.56490 1.49214
H: -0.48596 8.03927 0.88570
H: 2.77404 -3.79272 -5.02544
C: 3.25372 -1.09630 -3.00983
H: -1.28291 -0.00632 1.31705
C: -0.24461 -0.28551 0.80374
H: 0.77057 5.81979 -2.57404
H: -1.99738 -5.22363 0.76371
H: 2.38755 -3.04348 -2.69136
C: 0.82150 4.75343 -0.70224
C: -2.13326 0.52698 5.17852
C: -0.12761 -1.87305 0.28687
H: 0.20126 -2.71614 -2.33575
C: -2.30455 -4.71811 -0.27339
C: 3.67837 -1.93476 -5.63548
C: 3.07635 -2.79533 -4.71798
H: -1.09749 -5.18110 -2.14855
C: -2.32790 -0.15223 3.97616
C: 0.12192 7.05424 -0.93149
C: 0.58848 5.87121 -1.50379
N: 1.36214 -1.96857 0.06932
H: 1.18252 3.83083 -1.14817
H: -3.00438 1.84480 6.64406
H: -1.53151 -0.76769 3.56492
H: -2.98082 -3.77159 -0.14464
H: 1.12141 -0.96828 2.62362
O: 3.46353 -0.50725 0.41067
C: -0.82435 -2.94615 -1.80109
H: 3.08444 -0.76811 -1.98719
H: 1.06561 -4.71583 -1.14330
H: -3.69693 -0.57703 2.36778
H: 3.83987 -2.25992 -6.66022
H: -1.18661 0.44015 5.70524
H: -5.50886 0.84064 3.29831
C: 2.19788 -0.85342 0.66174
H: 1.71801 -2.45551 -0.78035
H: -1.65667 -2.83341 -2.64855
H: -2.98503 -5.53321 -0.81719
C: -3.15431 1.31845 5.70534
C: 1.10075 -0.19190 1.73612
H: 4.54658 0.01144 -5.95350
C: 0.59239 4.82138 0.67175
H: 0.77958 3.95218 1.29753
H: 4.17490 0.75481 -3.61512
C: -3.54368 -0.04335 3.30164
I: 1.77079 1.74269 2.51784
O: -1.06241 -1.86092 -0.84372
H: -5.15991 2.05690 5.43301
C: -0.96521 -4.46349 -1.20347
O: 0.28211 -4.96326 -0.53570
H: -0.06009 0.53612 -0.04250
C: 4.07433 -0.65773 -5.23905
C: -4.36670 1.43471 5.02607
C: 0.12224 6.00327 1.24358
C: 2.86114 -2.37474 -3.40523
C: -4.56262 0.75250 3.82567

Cartesian forces, eV/Å:
0.0 -0.1 0.1
-0.1 -0.2 -0.1
0.0 0.0 -0.1
2.3 -0.3 -0.1
0.1 -0.2 -0.1
-0.4 0.1 -2.5
0.1 -0.1 -0.1
0.0 0.1 0.0
-0.1 0.0 0.0
2.5 -0.9 -0.9
0.9 1.1 0.1
0.0 0.0 0.2
-0.6 1.5 -2.3
0.1 0.0 -0.1
-0.1 0.2 0.1
-0.2 0.0 -0.1
-1.4 5.0 1.8
-1.9 -0.8 1.0
0.0 -1.1 -0.1
0.0 0.0 0.2
0.0 0.1 0.1
0.2 1.7 1.8
-0.1 0.1 0.1
0.0 -0.1 0.1
0.0 0.0 0.2
0.5 1.1 0.1
0.0 0.1 0.1
0.0 -0.1 -0.1
-0.1 0.1 0.1
1.6 -1.7 -0.1
-0.3 1.7 -1.7
-8.0 -2.6 1.3
-0.6 -0.4 -1.1
0.1 0.0 -0.2
-2.0 -0.7 1.3
0.0 0.1 0.1
0.0 0.0 0.2
-0.1 0.0 -0.1
0.1 0.0 0.1
2.5 0.8 -0.6
-0.4 0.6 1.3
1.7 -0.1 2.0
1.5 1.8 1.1
0.0 -0.1 -0.2
0.7 -2.0 -0.9
-0.1 -0.1 0.1
-0.1 0.2 -0.1
-0.1 0.3 -0.2
-0.1 -0.2 0.0
0.1 0.1 0.2
-0.4 -1.4 -0.5
2.3 -2.3 0.7
0.1 -0.1 -0.1
-0.1 -0.8 -1.3
-0.2 1.7 -1.8
-0.5 -2.1 1.5
-0.1 -0.1 0.2
0.1 -0.1 -0.1
0.0 0.0 -0.2
0.2 0.3 -0.3
0.1 0.0 0.1

ΔE to the lowest compared entry with this formula, charge and spin = 65.2 kcal per mole
Energy = -1623.85856 Ha
HOMO-LUMO gap = 0.3481 Ha
SMILES = C[C@H](O)CO[C@]1(O)C[C@H](I)C(=O)N1.c1ccccc1.c1ccccc1.c1ccccc1